Density functional theory data (the ωB97M-V functional and the def2-TZVPD basis) for B3H12Tl as an isolated structure at a distorted geometry.

**2S+1**: 2
**Net charge**: -1
**HOMO level (spin up / spin down)**: -5.94 / -5.92 eV

Cartesian coordinates (Å):
Tl -0.66 0.09 1.24
B -3.30 -0.07 -0.21
H -4.00 0.09 -1.02
H -2.45 -0.60 -0.60
H -3.01 0.91 0.12
H -3.71 -0.68 0.58
B 2.54 -0.88 1.24
H 2.33 -0.81 2.30
H 1.76 -1.44 0.76
H 2.56 0.07 0.74
H 3.44 -1.41 0.98
B 0.89 0.94 -1.26
H 1.71 1.21 -0.62
H 0.05 1.52 -0.90
H 1.14 1.16 -2.28
H 0.70 -0.10 -1.06

Atom charges from the Mulliken analysis, given in e for atoms 1 to 2:
1 Tl 0.3680
2 B 0.3593

Density functional theory data (the ωB97M-V functional and the def2-TZVPD basis) for B4CuF16 as an isolated structure at a distorted geometry.

**2S+1**: 2
**Net charge**: -2
**HOMO level (spin up / spin down)**: -7.05 / -6.27 eV

Cartesian coordinates (Å):
Cu 0.19 -0.22 -0.03
B -2.15 -3.41 1.19
F -1.00 -4.09 1.45
F -3.24 -4.21 1.41
F -2.13 -2.20 1.89
F -2.08 -3.11 -0.11
B -2.85 2.34 -2.43
F -1.53 2.03 -2.59
F -3.49 1.52 -3.29
F -3.15 2.04 -1.11
F -3.07 3.70 -2.60
B 1.41 2.27 3.17
F 0.63 2.66 2.10
F 0.69 2.62 4.29
F 1.47 0.86 3.05
F 2.61 2.81 2.99
B 3.57 -1.09 -1.94
F 3.56 -1.61 -0.68
F 2.46 -1.67 -2.45
F 3.36 0.20 -1.75
F 4.75 -1.45 -2.57

Atom charges from the Mulliken analysis, given in e for atoms 1 to 2:
1 Cu 0.9940
2 B 0.5569

Density functional theory data (the ωB97M-V functional and the def2-TZVPD basis) for BCdH12O8P as an isolated structure at a distorted geometry.

**2S+1**: 1
**Net charge**: -2
**HOMO level**: -0.02 eV

Cartesian coordinates (Å):
Cd -0.34 0.50 0.07
P 1.57 -2.49 1.63
O 3.07 -2.36 2.00
O 1.20 -1.22 2.31
O 1.22 -3.81 2.42
O 0.96 -2.26 0.23
B 1.48 2.47 -1.63
H 2.21 3.11 -2.10
H 1.80 2.16 -0.64
H 0.54 2.97 -1.43
H 1.33 1.53 -2.13
O 3.58 -2.35 -2.93
H 4.40 -2.08 -2.53
H 2.90 -1.96 -2.38
O -1.51 2.95 2.07
H -2.44 3.15 1.97
H -1.20 3.61 2.70
O -3.39 -1.50 1.86
H -3.99 -1.41 2.60
H -3.22 -2.44 1.80
O -3.03 0.52 -1.80
H -3.40 1.03 -2.52
H -3.72 -0.10 -1.57

Atom charges from the Mulliken analysis, given in e for atoms 1 to 2:
1 Cd 0.3819
2 P 0.8473

Density functional theory data (the ωB97M-V functional and the def2-TZVPD basis) for BF4H10MnO5 as an isolated structure at a distorted geometry.

**2S+1**: 6
**Net charge**: +1
**HOMO level (spin up / spin down)**: -14.23 / -14.98 eV

Cartesian coordinates (Å):
Mn -0.40 0.02 -0.39
B 1.49 -0.58 2.17
F 1.10 -1.04 3.40
F 2.71 -1.04 1.72
F 0.50 -1.03 1.19
F 1.45 0.84 2.13
O -1.01 0.85 -2.21
H -0.56 0.90 -3.07
H -1.75 1.47 -2.28
O -1.98 0.66 0.84
H -1.77 1.11 1.68
H -2.95 0.58 0.83
O 0.65 1.76 0.11
H 0.95 2.42 -0.52
H 1.15 1.92 0.94
O -1.43 -1.86 -0.66
H -2.32 -1.98 -0.30
H -1.15 -2.75 -0.93
O 1.46 -0.55 -1.45
H 2.18 -0.26 -2.03
H 1.71 -1.45 -1.18

Atom charges from the Mulliken analysis, given in e for atoms 1 to 2:
1 Mn 1.0931
2 B 0.4921

Density functional theory data (the ωB97M-V functional and the def2-TZVPD basis) for a 7-piece molecular cluster, BF4H12O6 overall.

**2S+1**: 1
**Net charge**: -1
**HOMO level**: -7.94 eV

Cartesian coordinates (Å):
B -32.27 -14.66 9.98
F -31.53 -14.34 8.82
F -31.90 -13.78 11.00
F -33.64 -14.69 9.69
F -31.91 -15.97 10.37
O -36.35 -14.54 10.52
H -36.83 -13.77 10.18
H -35.56 -14.61 9.96
O -30.58 -13.59 6.19
H -30.78 -14.02 7.03
H -31.42 -13.57 5.72
O -34.40 -17.60 10.45
H -33.61 -17.65 11.00
H -34.26 -16.81 9.90
O -31.04 -14.59 13.58
H -30.76 -13.81 14.07
H -31.61 -14.24 12.88
O -29.64 -17.55 9.82
H -28.93 -17.25 10.40
H -30.42 -17.04 10.13
O -30.92 -11.63 9.10
H -31.88 -11.58 9.17
H -30.74 -12.57 8.99

Atom charges from the Mulliken analysis, given in e for atoms 1 to 2:
1 B 0.4718
2 F -0.3177

Density functional theory data (the ωB97M-V functional and the def2-TZVPD basis) for a 11-piece molecular cluster, BF4H20O10 overall at a distorted geometry.

**2S+1**: 1
**Net charge**: -1
**HOMO level**: -7.07 eV

Cartesian coordinates (Å):
B 0.33 0.46 -0.58
F -0.67 -0.50 -0.67
F -0.13 1.66 -0.22
F 1.24 -0.01 0.28
F 1.02 0.57 -1.75
O -1.51 -3.45 -2.10
H -2.20 -2.84 -2.36
H -0.86 -2.90 -1.65
O 3.84 0.50 0.05
H 3.16 -0.17 -0.04
H 4.24 0.33 0.90
O 0.53 3.56 -2.14
H 1.10 4.18 -1.68
H 0.76 2.71 -1.77
O -2.47 -2.75 0.83
H -2.49 -1.82 0.63
H -1.54 -2.95 0.98
O 0.02 -0.59 2.51
H 0.72 -0.29 1.93
H -0.56 0.17 2.60
O 0.26 -3.20 1.07
H 0.65 -2.76 0.31
H 0.12 -2.50 1.70
O -2.12 3.41 -0.23
H -1.63 2.67 -0.57
H -2.66 3.04 0.48
O 1.12 3.48 2.28
H 2.03 3.75 2.13
H 0.94 2.86 1.57
O 1.66 -2.50 -1.43
H 2.49 -2.66 -1.88
H 1.43 -1.61 -1.66
O -3.25 -0.17 0.05
H -2.38 -0.13 -0.35
H -3.20 0.45 0.79

Atom charges from the Mulliken analysis, given in e for atoms 1 to 2:
1 B 0.6786
2 F -0.4114